20
Properties=species:S:1:pos:R:3:lowdin_charge:R:1 method="wB97M-V/def2-TZVPD" fmax_ev_per_a=3.2 homo_lumo_gap_ev=9.43 total_charge=0 smiles=CCSC.CC e_homo_ev=-8.55 de_lowest_kj_mol=120.6 mol_weight_g_mol=106.23 energy_ev=-16246.0515
C 1.5973 -1.1596 -1.8122 -0.4209
H 0.8876 -1.9735 -1.6279 0.0209
H 2.2120 -1.0965 -0.8965 0.0428
H 0.2682 2.5229 0.5333 0.0592
H -2.7318 -0.7418 0.2135 0.0697
H 1.5155 1.2693 0.6621 0.0589
H 2.2358 -1.4718 -2.6226 0.0138
H -1.7919 0.1729 1.1787 0.0526
H -1.2817 -1.7569 2.8591 0.0828
H 0.9592 2.6058 -2.1412 0.0912
H 2.3378 1.9454 -1.6401 0.0558
H -0.9931 -2.0566 1.3211 0.0432
H -2.5082 -2.7263 2.0250 0.0448
H -3.3437 -0.2180 1.9212 0.0515
C -1.8951 -1.8585 1.8949 -0.1812
H 1.9722 2.8979 0.3272 0.0752
C -2.5613 -0.6112 1.2977 -0.1621
C 1.1889 2.1442 0.1033 -0.1512
C 1.2922 1.7772 -1.3852 -0.6237
S 0.6401 0.3349 -2.2112 0.7768